174
Properties=species:S:1:pos:R:3:forces:R:3:mulliken_charge:R:1 method="wB97M-V/def2-TZVPD" homo_ev=-9.825 orbital_gap_ev=8.325 e_above_lowest_ev=0.000 total_charge=0
C 14.419 25.247 -8.460 -1.2027 1.4014 -2.3910 0.1574
C 15.560 25.220 -9.455 -0.4752 0.0145 -0.7693 -0.1545
O 16.720 25.417 -8.637 0.1679 0.2998 0.4705 -0.4819
S 16.376 25.378 -7.033 1.4594 0.5899 -0.1240 1.1551
O 16.286 26.751 -6.501 -0.3690 -3.1133 -1.4319 -0.3888
O 17.309 24.446 -6.425 -2.1286 1.4086 -0.7838 -0.6213
O 14.912 24.684 -7.335 2.0067 -0.7650 3.6175 -0.4248
H 13.568 24.670 -8.823 -0.0378 0.0695 0.2187 0.1039
H 14.147 26.283 -8.260 -0.3034 0.0744 -0.1559 0.0317
H 15.452 25.956 -10.251 0.2783 0.6830 0.5829 0.1140
H 15.567 24.302 -10.042 0.6350 -0.5927 0.6790 0.4151
C 13.327 27.565 -12.548 0.6478 -0.6820 0.8036 0.1541
C 12.134 27.155 -13.398 -0.2499 -0.1265 0.2560 0.4410
O 12.678 26.439 -14.494 0.7355 -0.0240 -0.9309 -0.4035
S 14.064 27.099 -14.963 -0.9541 1.1818 -0.2832 1.0208
O 13.787 28.215 -15.876 0.7519 -1.9923 2.0958 -0.5626
O 14.935 26.038 -15.345 -0.1667 0.7412 0.1419 -0.5337
O 14.438 27.601 -13.449 0.4663 0.5528 -1.7639 -0.3184
H 13.650 26.825 -11.815 -0.4870 -0.4309 0.0134 -0.1272
H 13.253 28.467 -11.940 -0.2235 0.3781 -0.6785 0.2395
H 11.593 28.029 -13.762 -0.2519 -0.1175 0.1438 0.0465
H 11.515 26.383 -12.941 -0.3262 0.6253 0.3434 0.0172
C 10.673 23.704 -8.208 -1.3931 -1.8391 -1.5359 -0.1269
C 9.183 23.413 -7.819 2.0182 0.6152 0.8767 -0.3583
O 9.208 24.057 -6.495 -0.1845 -0.6726 1.0165 -0.1611
S 10.590 23.714 -5.655 -0.2675 0.6203 0.6662 0.8451
O 10.550 22.456 -4.909 -0.0404 2.5208 -1.9574 -0.6222
O 11.017 24.933 -4.949 -0.9716 -2.5013 -1.4131 -0.0450
O 11.459 23.571 -7.009 -0.1859 0.1498 -0.2020 -0.3515
H 10.812 24.564 -8.864 0.1610 0.9802 1.1944 -0.1780
H 10.925 22.918 -8.921 0.5640 -0.4887 0.4323 0.5595
H 8.984 22.343 -7.770 0.1586 -0.0045 0.4909 0.4298
H 8.421 23.823 -8.482 0.2075 0.6425 0.4091 0.2100
C 14.537 29.802 -2.864 0.4481 1.0649 -1.0742 -0.2433
C 14.459 28.954 -1.649 0.3148 0.1872 0.3088 -0.3206
O 13.177 28.280 -1.741 -0.5247 0.7456 -0.5345 -0.3452
S 12.109 29.151 -2.661 -0.9025 -0.6313 -0.3413 1.0231
O 11.042 29.716 -1.806 2.7409 -1.3353 -2.3505 -0.6581
O 11.756 28.317 -3.852 0.7828 2.2793 3.2352 -0.2306
O 13.187 30.313 -3.069 -0.7891 -1.2935 0.1635 -0.3494
H 14.981 29.295 -3.721 -0.8188 -0.4046 -0.3320 0.1127
H 15.172 30.683 -2.772 -0.2090 0.0733 0.4835 0.3805
H 14.558 29.604 -0.780 -0.6245 -0.3168 0.3438 0.3649
H 15.296 28.257 -1.640 -0.4253 -0.4265 0.0275 0.2562
C 7.511 27.300 -13.504 -0.7522 -0.2516 -1.5130 -0.6750
C 6.664 26.387 -14.174 0.8177 -0.9062 1.1288 -0.6734
C 6.689 25.045 -13.773 -0.9674 0.7199 0.8862 -0.6567
C 7.479 24.672 -12.681 0.8918 0.1127 -0.4030 0.0840
C 8.401 25.539 -12.126 0.2226 1.5715 -0.1001 -0.1915
C 8.370 26.913 -12.505 -0.0943 -1.4484 -0.0670 -0.0323
N 7.379 23.309 -12.116 -0.4744 -1.1920 0.5090 1.1118
O 6.300 22.743 -12.292 1.1962 0.5099 0.0871 -0.5909
O 8.309 22.819 -11.456 -1.0452 1.0995 -0.9819 -0.6356
H 7.545 28.295 -13.922 -0.0869 0.3334 0.4150 0.4372
H 5.951 26.671 -14.933 0.2130 0.2474 -0.0873 0.3768
H 5.925 24.371 -14.130 0.2310 -0.2341 -0.2093 0.4268
H 9.180 25.224 -11.448 -0.3333 -0.2753 0.3270 0.5537
H 9.009 27.665 -12.065 0.2460 -0.1587 0.1562 0.5414
C 11.614 27.770 -8.348 1.4205 -1.6912 2.5770 -1.4875
C 10.607 27.688 -9.264 -2.8433 0.9169 -0.4078 0.7672
C 9.234 27.586 -8.863 1.7517 -1.0863 1.6204 0.0082
C 8.992 27.296 -7.462 -0.1449 0.5853 -2.0092 0.6602
C 10.019 27.290 -6.552 2.7133 -0.3183 0.0174 -0.0985
C 11.400 27.450 -6.993 -3.1748 0.9608 -0.6679 0.0622
N 7.578 27.001 -7.037 0.2787 1.5935 1.4268 1.3747
O 7.194 27.486 -5.936 0.7541 -1.4553 -2.5591 -0.6025
O 6.898 26.376 -7.830 0.0482 0.2837 0.7331 -0.6194
H 12.670 27.851 -8.559 -0.0401 0.4309 -0.8978 0.3980
H 10.806 27.877 -10.308 0.0218 0.0861 -0.0813 -0.2525
H 8.443 27.667 -9.594 -0.1261 -0.1195 0.1316 0.0639
H 9.936 27.062 -5.500 -0.6107 0.0044 -0.0240 -0.2650
H 12.195 27.454 -6.263 -0.0264 -0.1131 0.0006 0.2876
C 5.056 33.387 -12.957 -0.4811 -0.6084 0.1437 -0.6025
C 5.075 32.064 -13.379 0.8026 -1.6157 1.4058 -0.7412
C 5.565 31.069 -12.501 0.8028 0.4275 0.1669 0.0843
C 6.119 31.405 -11.224 -0.8722 -0.3531 -2.1169 -0.0926
C 6.013 32.682 -10.791 -1.3147 2.7814 -0.3845 -0.3435
C 5.389 33.669 -11.646 1.1748 -0.7081 0.5048 -0.6443
N 6.816 30.415 -10.410 0.3720 -1.4248 0.2826 1.3190
O 7.070 30.674 -9.248 -0.1799 0.3139 -0.4680 -0.6630
O 7.130 29.339 -10.932 -0.4674 0.9972 0.0393 -0.4642
H 4.689 34.117 -13.663 -0.0243 0.3537 0.2687 0.4360
H 4.709 31.745 -14.344 0.0298 0.1297 -0.0693 0.4710
H 5.638 30.034 -12.803 -0.2517 -0.0739 -0.0920 0.2257
H 6.319 33.026 -9.815 0.1500 -0.3087 0.0990 0.4802
H 5.256 34.684 -11.302 0.1834 -0.0066 0.2705 0.3826
C 9.320 31.032 -6.786 -0.1140 -1.0232 0.8581 -0.4128
C 9.528 30.696 -5.454 -0.0382 0.3958 -1.0588 -0.0877
C 9.675 31.683 -4.509 0.6473 -0.2466 1.1075 -0.3885
C 9.657 33.028 -4.864 -0.1726 0.4229 -1.0628 -0.4704
C 9.335 33.342 -6.196 0.3594 0.8180 0.8009 -0.4549
C 9.146 32.356 -7.127 -0.3764 -0.4946 -0.5494 -0.1744
N 9.913 34.128 -3.871 -1.7085 0.5595 1.3196 0.9195
O 10.373 33.747 -2.787 -0.2696 0.9548 -1.7568 -0.5471
O 9.464 35.292 -4.089 1.5662 -2.9772 0.0819 -0.5618
H 9.272 30.154 -7.413 -0.2683 0.4318 -0.8146 0.3500
H 9.578 29.644 -5.213 0.0886 0.0513 0.3610 0.2180
H 9.873 31.272 -3.530 -0.0072 0.8209 0.4753 0.6336
H 9.263 34.355 -6.565 -0.0508 0.2429 0.5031 0.4290
H 8.762 32.632 -8.099 0.3703 -0.0165 -0.2556 0.4644
C 4.521 26.427 -4.312 -1.8999 -1.4593 -0.2784 -0.6952
C 3.960 25.910 -3.156 -0.5698 -0.2394 0.2118 -0.2113
C 2.939 24.926 -3.125 -0.4536 1.0657 0.2863 -0.5928
C 2.309 24.543 -4.306 2.9092 1.6326 -0.1220 -0.2735
C 2.858 25.055 -5.471 0.2218 0.4295 -1.4194 -0.0959
C 3.929 25.928 -5.518 1.1187 1.1291 1.3753 0.1523
N 1.326 23.538 -4.427 -0.4557 -1.5858 -1.3432 0.9855
O 0.838 23.110 -3.425 -0.7987 -0.2652 1.5217 -0.5993
O 1.095 23.071 -5.544 0.0350 0.6411 0.4305 -0.5922
H 5.262 27.195 -4.147 0.1687 -0.0354 -0.8747 0.4470
H 4.268 26.392 -2.240 0.0590 -0.4967 0.3945 0.3890
H 2.537 24.653 -2.161 0.0613 -0.3534 -0.0153 0.4167
H 2.434 24.798 -6.431 -0.1425 -0.3035 0.0799 0.4587
H 4.332 26.301 -6.448 -0.1857 -0.2087 -0.2092 0.1611
O 10.755 29.846 -11.702 0.0657 1.3990 -0.0489 -0.2775
C 10.336 30.969 -11.894 -1.4982 -0.4773 -0.0043 0.0948
O 10.665 32.074 -11.176 0.1104 -0.8795 0.2953 -0.3686
C 9.829 33.232 -11.493 0.8510 -1.3151 0.3953 -0.0242
C 9.284 32.900 -12.848 -0.2296 1.0212 -1.5284 -0.8062
C 9.291 31.376 -12.959 0.0216 0.0686 -0.0328 0.3244
H 10.510 34.074 -11.370 -0.3663 0.1213 -0.3343 0.3968
H 8.998 33.298 -10.791 0.2317 -0.0864 0.3943 -0.0902
H 9.879 33.361 -13.637 0.1956 -0.0657 0.0115 0.2339
H 8.312 33.389 -12.909 -0.2641 -0.4280 -0.3055 0.3136
H 9.532 30.876 -13.898 0.9143 0.7406 -0.3505 0.5662
H 8.274 30.985 -12.951 -0.0568 -0.2665 1.4357 -0.4432
O 17.243 25.552 -2.417 -4.2729 0.2307 -1.6248 -0.6562
C 16.035 25.471 -2.744 2.6825 -0.6245 1.3023 0.3769
O 15.431 26.185 -3.758 1.3246 0.0877 0.5915 -0.3493
C 14.058 25.811 -3.971 0.3034 -0.1189 0.9745 1.3720
C 13.701 25.057 -2.731 -1.5116 -2.4044 0.3467 -0.1112
C 14.962 24.594 -2.020 0.2230 1.7605 -0.2782 -0.6157
H 13.977 25.137 -4.823 0.1006 0.5410 -0.3135 0.2575
H 13.383 26.668 -3.982 0.5398 0.1973 -0.8249 -1.0260
H 13.190 24.166 -3.096 -0.4698 -0.0291 0.3371 0.2705
H 12.994 25.575 -2.084 0.2648 0.1482 -0.0056 -0.1478
H 15.138 23.519 -1.978 0.2679 0.2003 -0.4753 0.3156
H 14.902 24.929 -0.984 0.4114 -0.0172 0.0672 0.2717
O 14.824 28.399 -9.694 0.9456 0.9074 -0.0999 -0.3269
C 15.688 29.241 -9.490 -1.0669 -1.4949 0.5870 0.2204
O 15.539 30.509 -9.855 -0.2765 0.5157 -0.8626 -0.3476
C 16.675 31.323 -9.498 0.8653 -1.0575 0.2529 -0.4832
C 17.748 30.267 -9.125 0.3794 0.6700 1.3630 -0.7224
C 16.923 29.117 -8.617 -0.6437 -0.8162 -1.3862 0.0084
H 16.366 31.925 -8.643 0.1738 0.1723 -0.1313 0.3009
H 17.005 31.918 -10.349 -0.4401 0.0881 0.1004 0.3228
H 18.424 30.551 -8.319 0.0329 0.6160 -0.1619 0.3698
H 18.392 29.974 -9.954 -0.3463 -0.0093 -0.2023 0.3100
H 16.448 29.173 -7.637 0.6500 0.3106 0.4305 0.1089
H 17.435 28.159 -8.713 -0.3474 -0.0271 0.0844 0.2232
O 7.222 24.059 -0.750 1.4528 2.4132 -1.3732 -0.6668
C 7.862 25.004 -1.234 -1.7540 -3.3114 1.4418 0.4848
O 8.904 24.800 -2.060 -1.2925 -2.4346 1.0594 -0.3891
C 9.504 25.972 -2.432 1.6545 0.1708 -0.1454 1.3236
C 9.007 27.040 -1.542 -1.6550 1.7950 -0.4283 -0.3674
C 7.711 26.449 -0.934 1.0710 1.6191 0.1956 -0.3937
H 9.193 26.100 -3.469 0.8635 0.4530 -0.1483 -0.5332
H 10.564 25.882 -2.193 0.2733 -0.2601 -1.2051 -0.4512
H 8.780 27.793 -2.297 -0.1993 0.8578 0.7339 0.1815
H 9.689 27.474 -0.811 0.0697 -0.3800 -0.1173 0.2359
H 6.850 26.967 -1.357 -0.2392 -0.5840 0.0009 0.1168
H 7.714 26.625 0.142 -0.3120 -0.2744 -0.0302 0.3287
O 3.873 28.172 -12.300 1.0831 -0.9257 2.6586 -0.6797
C 4.131 27.625 -11.219 -1.7872 1.3956 -2.3533 0.3794
O 3.655 28.116 -10.041 -0.0274 2.9395 -1.4279 -0.4011
C 3.846 27.298 -8.921 -0.8725 -1.7274 -1.3517 -0.1797
C 3.988 25.989 -9.728 0.3342 -2.3983 3.5263 -0.8249
C 4.730 26.294 -10.946 0.8948 0.1564 -1.3375 0.8567
H 2.898 27.239 -8.386 0.1397 0.3562 0.2505 0.2952
H 4.644 27.660 -8.272 0.2142 -0.2880 -0.2477 0.1497
H 3.014 25.572 -9.983 -0.2827 0.5008 -0.0316 0.4388
H 4.397 25.204 -9.092 0.4449 -0.1417 -0.1024 0.3668
H 4.573 25.572 -11.747 -0.1660 0.2778 -0.0907 0.2964
H 5.811 26.421 -10.873 0.1910 -0.0303 0.4589 -0.5887